1.
The following is a DFT calculation (the ωB97M-V functional and the def2-TZVPD basis) of a cluster of 9 separate species, C5H27NO10 in total.

Geometry (Å):
C: -1.33122 -2.28563 -1.53103
C: -1.01540 -1.08901 -0.64952
C: -1.28855 -1.42076 0.81521
C: -1.20746 -0.23718 1.74930
O: -2.30073 0.67983 1.45338
N: 0.39293 -0.68771 -0.78309
C: 0.88579 -0.10662 -1.87940
O: 2.01822 0.37621 -1.94526
H: -0.77747 -3.17528 -1.21385
H: -1.05845 -2.09374 -2.57246
H: -2.39069 -2.53677 -1.49125
H: -1.64693 -0.26333 -0.95082
H: -0.55736 -2.16087 1.14767
H: -2.27171 -1.89157 0.89196
H: -1.28984 -0.54664 2.78735
H: -0.26854 0.30477 1.63654
H: -2.52432 1.16262 2.25356
H: 0.98561 -0.70956 0.04575
H: 0.23564 -0.07642 -2.75744
O: -4.75422 -0.69354 0.83517
H: -3.90272 -0.23781 0.97555
H: -5.19117 -0.20505 0.13428
O: 2.93930 1.75313 0.04118
H: 2.65165 1.17479 -0.72293
H: 3.83810 2.03763 -0.16365
O: 2.78075 -2.37863 1.94280
H: 2.68291 -1.40649 2.06954
H: 2.50493 -2.80224 2.75765
O: -1.65653 1.76762 -2.88733
H: -1.77411 2.50107 -3.49820
H: -1.69983 2.14479 -1.97438
O: 2.43669 0.37527 2.34145
H: 2.66200 0.87304 1.52253
H: 3.10952 0.57802 2.99785
O: -1.73628 2.83800 -0.33563
H: -0.82864 3.14220 -0.12222
H: -1.93151 2.10515 0.27595
O: 2.21156 -3.87163 -0.43133
H: 2.05678 -3.15134 -1.04632
H: 2.50478 -3.41940 0.38346
O: 0.87014 3.66047 0.29789
H: 1.57818 3.00390 0.11476
H: 1.03295 4.03258 1.17061

## Properties
Spin multiplicity: 1
SMILES: C[C@@H](CCO)NC=O.O.O.O.O.O.O.O.O
F_max: 0.58 eV Å⁻¹
Total energy: -27590.2363 eV

***

2.
The following is a DFT calculation (the ωB97M-V functional and the def2-TZVPD basis) of a cluster of 9 separate species, C5H27NO9S in total.

Geometry (Å):
C: 0.18594 2.15530 0.84169
C: 0.27121 0.88227 0.02370
O: 0.79780 0.82807 -1.08161
N: -0.34847 -0.22748 0.53607
C: -0.89701 -0.36549 1.87743
C: -0.48052 -1.61119 2.63249
C: 0.86166 -1.42250 3.38211
S: 2.21819 -1.48596 2.15351
H: -0.73159 2.70143 0.64829
H: 0.15912 1.97904 1.90773
H: 0.95383 2.81053 0.44590
H: -0.12483 -1.11310 0.10428
H: -0.77323 0.50223 2.51364
H: -1.97476 -0.37601 1.71098
H: -1.16175 -1.91123 3.42637
H: -0.42590 -2.44066 1.92819
H: 0.82268 -0.40922 3.77379
H: 0.94245 -2.08384 4.24136
H: 3.07817 -0.81111 2.92913
O: 1.85588 2.99186 -2.27883
H: 1.60742 2.44557 -1.50368
H: 2.81871 2.96444 -2.23277
O: -1.92754 1.39629 -1.37482
H: -2.32647 0.52930 -1.49695
H: -2.26792 1.85363 -0.59954
O: 1.35946 -1.89686 -2.20412
H: 1.82308 -1.05671 -2.31570
H: 0.57191 -1.60727 -1.72266
O: 4.62887 -0.43844 0.22300
H: 3.90764 0.18629 0.37905
H: 4.13253 -1.25804 0.37456
O: -1.98563 -1.06899 -2.89724
H: -2.54146 -1.47108 -3.57725
H: -1.33363 -0.64204 -3.47835
O: -0.82923 2.16056 -4.00061
H: -1.36866 1.80658 -3.28161
H: -0.00670 2.42353 -3.56406
O: -3.33384 1.70893 1.22695
H: -4.17461 2.16689 1.29857
H: -3.47082 0.79360 0.96899
O: -0.31384 -3.51156 -0.57600
H: -0.02874 -3.86379 -1.42595
H: -0.16940 -4.21379 0.06397

## Properties
Spin multiplicity: 1
SMILES: CC(=O)NCCCS.O.O.O.O.O.O.O.O
F_max: 1.51 eV Å⁻¹
Total energy: -36376.3957 eV

***

3.
The following is a DFT calculation (the ωB97M-V functional and the def2-TZVPD basis) of a cluster of 10 separate species, C5H28O10 in total.

Geometry (Å):
C: -3.58117 1.11415 1.15212
C: -2.44839 0.77136 0.56187
C: -1.50685 -0.36665 0.52914
C: -0.12396 -0.05911 -0.21585
C: 0.95884 0.33700 0.76283
O: 0.62561 -0.01683 2.12920
H: -4.25540 1.90083 0.91184
H: -4.15870 0.49901 1.83194
H: -1.94904 1.66333 0.03162
H: -1.94317 -1.26998 0.06869
H: -1.23366 -0.86877 1.44125
H: -0.05580 -1.11403 -0.65384
H: -0.18101 0.65461 -1.00941
H: 1.11384 1.40672 0.75991
H: 1.97640 -0.03715 0.62194
H: 0.46844 -0.95524 2.24910
O: 2.72362 1.28198 -1.50624
H: 2.40015 1.71150 -2.31083
H: 3.66078 1.50380 -1.52063
O: 2.27598 -2.68471 -1.42190
H: 1.77449 -3.19045 -2.07993
H: 2.26534 -1.88263 -2.04626
O: 0.48445 -4.21180 0.52737
H: 1.29996 -3.70923 0.34523
H: 0.47023 -4.10585 1.48698
O: -0.51271 1.84254 -2.92430
H: -1.15041 2.52977 -3.14677
H: -1.05129 1.16750 -2.49644
O: -0.29314 3.84396 0.41373
H: -0.87824 4.30605 1.02868
H: 0.41728 3.51299 0.99181
O: 1.50918 -0.73194 -2.96273
H: 0.59952 -0.85022 -3.27252
H: 1.33974 -0.25290 -2.13864
O: -1.29803 -1.92682 -2.45972
H: -1.70552 -2.79063 -2.33258
H: -1.96528 -1.41688 -2.93487
O: 0.30136 -1.94558 3.87272
H: -0.17480 -1.14683 4.11509
H: -0.21475 -2.57709 3.36739
O: 1.19382 3.07077 2.64981
H: 2.05605 2.79477 2.98496
H: 0.76624 2.19868 2.59824

## Properties
Spin multiplicity: 1
SMILES: C=CCCCO.O.O.O.O.O.O.O.O.O
F_max: 3.78 eV Å⁻¹
Total energy: -26111.9604 eV

***

4.
The following is a DFT calculation (the ωB97M-V functional and the def2-TZVPD basis) of a cluster of 10 separate species, C5H29NO10S in total.

Geometry (Å):
C: 1.14233 -1.02169 -0.06543
N: 0.53628 -0.27033 1.03252
C: 0.63254 -0.93241 2.33878
C: -0.47996 0.59584 0.77757
O: -0.90579 0.79068 -0.35583
C: -0.93867 1.50395 1.93657
C: -2.14344 1.03079 2.70215
S: -3.69133 0.65448 1.83592
H: 0.33868 -1.48551 -0.64729
H: 1.59952 -0.34980 -0.79363
H: 1.81526 -1.76283 0.32435
H: 1.62962 -1.33219 2.53161
H: -0.06906 -1.76844 2.35490
H: 0.37930 -0.25364 3.14760
H: -0.09118 1.51846 2.62180
H: -1.10367 2.43826 1.40470
H: -2.43619 1.78500 3.44479
H: -1.98225 0.21749 3.41602
H: -3.43563 1.21758 0.64447
O: -2.07969 -2.61257 2.23174
H: -1.88745 -2.85391 1.30945
H: -2.94475 -3.03098 2.31499
O: -1.57239 -3.82863 -0.31967
H: -2.03548 -2.98535 -0.49510
H: -1.27219 -4.09754 -1.19229
O: 2.17339 2.81118 0.93350
H: 1.68172 3.03222 1.73297
H: 2.56844 1.93427 1.13356
O: 3.80671 0.68205 1.64219
H: 3.36351 -0.17028 1.59095
H: 4.16805 0.80082 2.52773
O: 1.04125 3.53597 -1.52328
H: 1.39220 2.68374 -1.25584
H: 1.16506 4.20621 -0.85459
O: 1.52586 0.09597 -4.20876
H: 1.05054 0.83832 -3.78440
H: 1.46714 0.26045 -5.15835
O: 0.37716 -2.38067 -3.58931
H: 0.59790 -1.45323 -3.81713
H: 1.17109 -2.86204 -3.84649
O: -0.26943 2.02998 -3.37928
H: 0.11837 2.79668 -2.93369
H: -1.02014 1.68434 -2.89189
O: -2.08336 -1.51856 -1.58071
H: -2.08593 -0.61123 -1.23814
H: -1.21393 -1.56291 -1.99975

## Properties
Spin multiplicity: 1
SMILES: CN(C)C(=O)CCS.O.O.O.O.O.O.O.O.O
F_max: 1.98 eV Å⁻¹
Total energy: -38456.7699 eV

***

5.
The following is a DFT calculation (the ωB97M-V functional and the def2-TZVPD basis) of a cluster of 10 separate species, C5H29NO11 in total.

Geometry (Å):
C: 1.71959 2.36510 2.92290
N: 0.65484 1.59217 2.18302
C: 0.13123 2.19918 0.97475
C: 1.14282 2.39798 -0.18313
O: 1.47959 1.39803 -0.76660
C: -0.92613 1.23942 0.39093
C: -2.11337 1.29460 1.32114
O: -3.19748 0.47438 0.86336
H: 1.64928 2.26912 3.99939
H: 2.68280 1.95241 2.61618
H: 1.61361 3.36234 2.56218
H: 1.02305 0.66115 2.07868
H: -0.49540 3.02295 1.27117
H: 1.51921 3.40057 -0.44818
H: -1.29145 1.39985 -0.60126
H: -0.60244 0.17420 0.37800
H: -2.46199 2.33571 1.43735
H: -1.98161 1.07394 2.38755
H: -3.51553 0.73072 -0.03260
O: 1.35739 1.03423 -3.84496
H: 1.21247 0.09713 -3.64070
H: 1.83531 1.28723 -3.04119
O: -2.57420 -1.48407 2.66054
H: -1.83863 -0.94994 2.36575
H: -3.18138 -1.71254 1.95769
O: 1.35038 -1.39842 -2.91614
H: 1.24294 -2.09936 -3.59122
H: 0.82928 -1.73481 -2.15752
O: -0.75308 -3.25842 1.46775
H: -1.35417 -3.30458 2.22240
H: -0.03130 -2.63420 1.67526
O: 3.53021 -0.33813 -0.73798
H: 2.80770 -0.89894 -1.00330
H: 3.50293 0.60798 -0.68827
O: -0.64152 -2.94341 -1.28328
H: -1.15498 -3.70717 -1.65776
H: -0.54102 -3.40496 -0.42818
O: 1.49803 -1.76830 2.33996
H: 2.13844 -2.50154 2.36302
H: 1.51767 -1.59915 3.29451
O: -1.33184 1.48056 -2.67336
H: -0.37251 1.40546 -2.80880
H: -1.52042 2.37702 -2.38869
O: -1.65603 -2.04029 -4.01941
H: -1.23943 -2.60965 -3.35552
H: -1.66286 -1.24549 -3.46544

## Properties
Spin multiplicity: 1
SMILES: CN[C@@H](C=O)CCO.O.O.O.O.O.O.O.O.O
F_max: 2.89 eV Å⁻¹
Total energy: -29666.4456 eV

***

6.
The following is a DFT calculation (the ωB97M-V functional and the def2-TZVPD basis) of a cluster of 10 separate species, C5H29NO11 in total.

Geometry (Å):
C: 2.35497 -0.45563 -2.35999
C: 1.74184 0.57383 -1.41395
C: 2.13202 2.04491 -1.48521
C: 0.17684 0.50809 -1.63723
N: -0.22191 0.06341 -2.98773
C: -0.59034 -0.45237 -0.70711
O: -1.80060 -0.36243 -0.77265
O: 0.09647 -1.20318 0.15713
H: 3.27005 -0.90396 -1.92042
H: 1.73226 -1.33587 -2.48520
H: 2.78349 -0.16028 -3.33136
H: 1.99765 0.21156 -0.42520
H: 1.75889 2.51359 -2.41181
H: 1.65391 2.59058 -0.68286
H: 3.20559 2.25549 -1.46118
H: -0.23009 1.50647 -1.42826
H: 0.55336 0.25355 -3.60524
H: -1.11394 0.44117 -3.26128
H: -0.45761 -1.80744 0.81387
O: -2.25056 3.55416 -0.65211
H: -2.20687 2.91981 0.07510
H: -2.90752 3.27616 -1.29498
O: 1.49011 -2.61951 2.18106
H: 2.02674 -3.32537 2.58673
H: 0.64379 -2.80924 2.61241
O: -1.30658 -0.36124 2.98600
H: -0.61308 0.31134 3.07509
H: -2.17902 0.07878 3.03527
O: 1.22459 0.12660 2.18053
H: 1.95067 -0.34456 2.61666
H: 0.66748 -0.63636 1.97554
O: 1.18534 2.85942 2.02107
H: 1.30963 2.09522 1.45381
H: 1.82220 2.90916 2.72606
O: -1.40810 -2.75288 1.62526
H: -2.11636 -2.68813 0.92628
H: -1.48880 -2.18561 2.40670
O: -1.00519 -2.83312 -2.02484
H: -0.95357 -2.21002 -2.77146
H: -0.15942 -2.69410 -1.58085
O: -3.18115 -2.80268 -0.31960
H: -3.32475 -1.85670 -0.12764
H: -2.47104 -2.62469 -0.98821
O: -1.55009 2.49600 2.32783
H: -1.60981 3.46428 2.31697
H: -0.63149 2.37180 2.03701

## Properties
Spin multiplicity: 1
SMILES: CC(C)[C@@H](N)C(=O)O.O.O.O.O.O.O.O.O.O
F_max: 2.52 eV Å⁻¹
Total energy: -29668.9934 eV

***

no.,E_HOMO (eV)
1,-10.321
2,-9.337
3,-9.450
4,-8.917
5,-9.193
6,-9.548